(1)
A structure of composition C29H26BN11S2V, computed with the ωB97M-V functional and the def2-TZVPD basis.

Geometry as XYZ:
```
70
Properties=species:S:1:pos:R:3:forces:R:3
V -0.153985 -0.627542 0.347528 -0.581 0.281 -0.696
C -3.435215 -0.576204 -2.549860 0.079 -0.011 0.075
C -2.280437 -1.166507 -2.039999 -0.046 0.016 -0.101
N -1.900210 -0.573944 -0.912128 -0.006 -0.068 0.048
N -2.814386 0.403377 -0.662363 0.092 -0.107 0.107
C -3.729490 0.419415 -1.646838 -0.033 0.123 0.042
B -2.675718 1.365048 0.557183 0.000 0.073 -0.124
N -1.417727 2.221456 0.331561 0.078 -0.085 -0.013
C -1.154178 3.537276 0.259053 -0.065 0.022 -0.040
C 0.188520 3.700104 -0.022467 -0.088 -0.078 0.014
C 0.687590 2.402143 -0.106238 0.097 0.044 -0.079
N -0.283510 1.515457 0.105996 0.323 0.099 0.089
N -2.440382 0.498922 1.843187 -0.167 -0.133 0.046
C -3.108666 0.560208 3.003557 -0.019 0.002 0.094
C -2.633735 -0.433702 3.843311 0.000 0.090 -0.154
C -1.653002 -1.073517 3.089302 0.082 -0.115 0.075
N -1.541451 -0.502984 1.891002 0.167 0.037 0.105
N -3.945316 2.151658 0.751685 -0.214 -0.138 0.135
C -5.200865 1.623388 0.841073 0.068 0.042 0.029
C -6.024856 2.577837 1.372749 0.001 0.031 -0.154
C -5.177475 3.685119 1.582655 -0.008 -0.076 0.183
N -3.933243 3.413784 1.246462 0.103 0.119 -0.144
H -3.971918 -0.833938 -3.444357 -0.003 -0.003 -0.011
H -1.712671 -1.981053 -2.449183 0.008 -0.025 -0.014
H -4.521593 1.146981 -1.638362 -0.024 0.003 -0.044
H -1.946713 4.244592 0.422926 0.015 0.033 -0.008
H 0.720902 4.624378 -0.154134 0.011 0.010 0.002
H 1.691478 2.054726 -0.306769 -0.006 0.023 0.006
H -3.879304 1.298679 3.151138 -0.013 -0.010 0.026
H -2.972076 -0.670392 4.835687 0.000 -0.002 0.013
H -1.039773 -1.928141 3.334711 -0.020 0.008 0.019
H -5.401573 0.610768 0.533822 -0.034 -0.024 0.019
H -7.080750 2.503615 1.563186 -0.012 -0.007 -0.020
H -5.425807 4.656371 1.979186 0.005 0.006 0.007
S 4.052673 -1.095801 0.412399 0.063 -0.022 0.082
C 3.078567 -1.457504 -1.021785 -0.153 -0.033 -0.234
C 3.644100 -1.427478 -2.281757 0.013 0.018 0.099
C 2.895411 -1.781255 -3.401456 0.066 0.006 -0.107
C 1.589251 -2.199481 -3.252330 -0.109 -0.042 0.037
C 1.015792 -2.258514 -1.985012 0.153 0.039 -0.152
C 1.730608 -1.863506 -0.849334 0.082 -0.045 0.118
N 1.114213 -1.881433 0.404371 0.038 -0.248 0.163
C 3.204482 0.250434 1.050592 -0.001 -0.079 0.054
C 3.637832 1.330302 1.925184 -0.054 -0.009 -0.020
C 4.675803 2.256167 2.010217 -0.028 -0.081 -0.025
C 4.490521 3.324613 2.875536 -0.047 0.065 0.080
C 3.319781 3.512691 3.620781 0.152 0.061 -0.030
C 2.285539 2.588810 3.554217 -0.116 -0.138 -0.004
C 2.526074 1.481541 2.769775 0.043 0.216 -0.010
H 4.676523 -1.120563 -2.389799 0.002 0.003 -0.011
H 3.347048 -1.747531 -4.383694 0.009 0.007 0.007
H 1.018050 -2.511819 -4.117107 -0.005 0.002 0.004
H 0.041399 -2.701498 -1.844620 -0.055 -0.002 0.065
H 5.571465 2.169094 1.411532 -0.002 -0.009 -0.009
H 5.277474 4.063287 2.960577 -0.006 0.007 0.006
H 3.220995 4.387695 4.247222 -0.011 -0.003 0.005
H 1.364777 2.738536 4.102666 -0.004 -0.003 0.002
C 1.624789 -0.019794 5.478991 -0.016 -0.022 -0.069
N 1.776805 -1.170798 4.591201 0.008 -0.015 0.099
C 1.880469 -2.474421 5.028435 0.021 -0.080 -0.029
C 1.933725 -3.270663 3.929598 -0.001 0.088 0.052
N 1.873893 -2.442544 2.844864 -0.086 -0.063 0.319
C 1.770732 -1.183541 3.253904 0.134 0.071 -0.102
S 1.691623 0.093934 1.998168 0.050 0.025 0.375
H 1.237488 -0.384852 6.425665 0.040 0.019 0.031
H 0.904098 0.667907 5.046486 0.009 0.014 0.030
H 2.580927 0.477031 5.620734 -0.028 0.029 0.014
H 1.906719 -2.714442 6.076404 0.000 0.004 0.002
H 2.012265 -4.338389 3.836578 0.007 -0.004 0.011
H 1.722823 -2.603293 1.811838 0.041 0.046 -0.387
```
Positions in Å, forces in eV/Å.

The charge is +1. The expectation value of S² is 2.048. Its energy above the lowest of the compared OMol25 structures with the same formula, charge and spin is 135.1 kcal per mole. The calculation puts the HOMO energy (alpha / beta) at -0.35477 / -0.35529 Eh. As for the spin multiplicity: 3. For the gap between HOMO and LUMO (alpha / beta), the calculation gives 0.2478 / 0.2585 Ha.

---

(2)
A cluster of 2 separate species, C10H16N2O2 in total, computed with the ωB97M-V functional and the def2-TZVPD basis.

Geometry as XYZ:
```
30
Properties=species:S:1:pos:R:3:forces:R:3
C 0.951828 -2.802859 -1.144946 -0.329 0.970 -0.995
C 0.893829 -1.875189 0.062411 -0.017 -2.284 1.178
C 0.775987 -2.673130 1.384224 -2.276 -0.285 0.232
C 1.931484 -0.909360 0.375374 -0.032 0.301 1.536
O 3.351528 -1.454989 0.456119 0.444 -0.085 -0.876
C 2.971107 -0.568136 -0.495546 0.480 -0.244 1.352
O 3.427732 -0.019115 -1.421909 0.785 0.626 -1.289
H 1.834895 -3.438959 -0.985087 -0.769 -0.466 -0.504
H -0.053629 -3.227397 -1.389304 0.928 -0.697 1.158
H 1.025531 -2.299346 -2.128548 0.854 0.404 0.563
H 0.034733 -1.294813 0.100562 -1.800 0.975 -0.536
H 1.546888 -3.415089 1.575970 0.254 0.220 -0.024
H 0.661573 -1.938308 2.232028 0.335 -0.938 -0.646
H -0.211611 -3.219137 1.328134 1.001 0.284 0.250
H 1.653783 -0.418432 1.330764 0.783 0.251 -1.086
C -2.167645 3.785567 1.731803 0.040 0.334 0.646
C -2.382063 3.112719 0.391448 -1.646 0.272 1.421
N -1.269143 2.368529 -0.031642 1.949 -1.621 -1.822
C -1.123689 1.991687 -1.358896 1.118 0.138 -0.511
C -0.012667 1.159333 -1.433583 -0.684 -0.704 -0.477
N 0.426298 0.948932 -0.148518 0.638 0.480 -0.314
C -0.287303 1.657649 0.669852 -1.053 2.315 0.327
H -1.438100 4.587612 1.642150 0.240 -0.030 0.022
H -1.832776 3.097679 2.530874 -0.138 0.187 -0.539
H -3.072455 4.263925 2.120142 -0.045 -0.203 -0.297
H -2.729345 3.802645 -0.362437 0.535 0.546 -0.341
H -3.230391 2.443909 0.445123 -0.371 -0.427 0.380
H -1.686694 2.464266 -2.173412 0.082 -0.364 0.659
H 0.472512 0.603671 -2.329919 -1.038 1.282 1.821
H -0.054008 2.022525 1.714390 -0.269 -1.237 -1.288
```
Positions in Å, forces in eV/Å.

Its energy above the lowest of the compared OMol25 structures with the same formula, charge and spin is 71.4 kcal per mole. The calculation puts the HOMO energy at -0.33474 Eh. For the gap between HOMO and LUMO, the calculation gives 0.3564 Ha.